Density functional theory data (the ωB97M-V functional and the def2-TZVPD basis) for C25H27N5O4PtS as an isolated structure.

Geometry as XYZ:
```
63
Properties=species:S:1:pos:R:3:forces:R:3
Pt 0.286811 0.015098 0.698382 -0.14 0.00 0.01
S -1.189917 1.682464 1.165273 0.04 0.07 0.06
C -2.570966 0.628230 1.337765 -0.03 -0.17 -0.01
N -3.783726 0.990290 1.604334 -0.02 0.07 -0.02
N -3.999334 2.282597 1.763359 0.08 -0.08 0.04
C -5.268719 2.765205 2.084564 -0.08 0.06 0.02
C -6.360107 1.913150 2.228061 0.02 0.01 -0.02
C -7.600873 2.448413 2.533167 -0.01 0.00 0.00
C -7.770555 3.815633 2.700794 0.00 0.00 0.00
C -6.675835 4.656733 2.557978 -0.01 0.00 0.00
C -5.429875 4.139295 2.249643 0.01 -0.03 0.00
N -2.444209 -0.750441 1.229467 0.09 0.03 0.02
N -1.283337 -1.170718 1.018535 0.00 0.15 -0.03
C -1.188226 -2.600849 0.935439 -0.02 -0.05 -0.04
C -2.056609 -3.293232 0.106565 0.03 -0.04 0.04
C -1.963029 -4.674463 0.040307 -0.01 0.02 0.00
C -1.021657 -5.346101 0.807392 -0.01 -0.02 0.00
C -0.162828 -4.637031 1.636180 0.02 0.01 0.01
C -0.231836 -3.254407 1.694785 -0.02 -0.02 -0.05
H -3.208861 2.918382 1.784296 -0.03 0.00 -0.07
H -6.226338 0.849525 2.098744 0.01 -0.01 0.00
H -8.447587 1.782843 2.641007 0.00 0.00 0.01
H -8.744296 4.221192 2.939235 0.00 0.00 0.00
H -6.790773 5.725352 2.684077 0.00 0.01 0.00
H -4.577706 4.798616 2.132544 0.01 0.00 0.00
H -2.786224 -2.749673 -0.477158 0.00 0.01 0.00
H -2.628240 -5.225485 -0.611051 0.00 0.00 0.00
H -0.957539 -6.425412 0.759144 0.00 0.00 0.00
H 0.567102 -5.161347 2.239071 0.00 0.00 0.00
H 0.441386 -2.683221 2.317868 0.00 0.02 0.01
C 4.573727 -5.005064 -1.378428 -0.01 -0.01 0.00
O 5.296240 -3.784492 -1.392734 -0.01 0.03 -0.01
C 4.643567 -2.667962 -1.008800 0.02 -0.02 0.00
C 5.420716 -1.480463 -1.059065 -0.03 0.01 0.01
C 4.843400 -0.308439 -0.698488 0.02 -0.02 -0.01
C 3.485589 -0.209787 -0.272348 -0.02 -0.01 0.03
C 2.964789 1.070912 0.055074 -0.03 0.00 0.01
C 3.844469 2.295201 0.001572 -0.01 0.00 0.00
O 1.780358 1.324669 0.401910 0.11 0.02 0.03
C 2.717207 -1.419067 -0.206726 0.02 0.02 -0.07
O 1.502392 -1.520998 0.186434 -0.03 -0.01 0.11
C 3.340428 -2.637806 -0.595516 0.01 0.00 -0.01
H 5.263122 -5.765664 -1.732731 0.00 0.00 0.00
H 3.707842 -4.955674 -2.041970 0.00 0.00 0.00
H 4.243049 -5.251539 -0.367015 0.00 0.00 0.00
H 6.449700 -1.542166 -1.381753 0.01 0.00 -0.01
H 5.443520 0.589313 -0.740078 0.01 0.00 0.00
H 4.666819 2.211423 0.712538 0.00 -0.01 0.01
H 3.241045 3.162197 0.256557 0.00 0.00 -0.01
H 4.275110 2.428474 -0.990146 0.00 0.01 -0.02
H 2.721068 -3.520580 -0.548397 -0.01 0.00 0.01
C 0.539945 2.931166 -2.183518 -0.03 0.01 0.00
N 1.649160 2.282981 -2.853473 0.06 0.00 0.10
C 2.661637 3.122101 -3.445133 0.01 -0.01 -0.02
C 1.719654 0.931112 -2.905159 -0.07 0.05 -0.08
O 0.888932 0.174500 -2.449760 0.04 -0.13 -0.04
H 0.067806 3.651817 -2.854831 -0.02 -0.01 0.00
H 0.880233 3.453642 -1.286116 0.01 0.01 -0.01
H -0.181481 2.174405 -1.887094 0.00 0.01 0.00
H 2.232682 3.763763 -4.218903 0.00 0.00 -0.01
H 3.433236 2.501825 -3.900373 0.00 0.00 0.00
H 3.129021 3.765114 -2.694586 0.00 0.01 0.02
H 2.628938 0.574434 -3.420686 0.00 0.00 0.00
```
Forces are in eV/Å.

Computed properties:
- E_HOMO (alpha / beta) (eV) = -7.138 / -7.140
- total energy (hartree) = -2061.09455
- energy above the lowest of the compared OMol25 structures with the same formula, charge and spin (eV) = 0.046
- molecular weight (Da) = 688.67
- LUMO (alpha / beta) (eV) = -0.564 / -0.564

***

Density functional theory data (the ωB97M-V functional and the def2-TZVPD basis) for C43H33Ge2MoNO4 as an isolated structure.

Geometry as XYZ:
```
84
Properties=species:S:1:pos:R:3:forces:R:3
Mo 1.295529 -0.509360 -0.276238 0.09 -0.39 0.11
O 2.483183 -4.891196 5.091793 0.10 -0.06 0.00
C 1.458046 -4.199246 5.012150 -0.05 0.06 -0.07
O 0.471134 -4.094451 5.759809 -0.07 0.01 0.06
C 1.387965 -3.297746 3.745509 -0.14 0.09 -0.03
C 0.282008 -2.478979 3.518514 0.18 -0.10 -0.01
C 0.238951 -1.690108 2.391152 -0.12 0.05 0.05
N 1.228055 -1.689097 1.486547 -0.01 -0.11 0.03
C 2.311235 -2.460750 1.704214 -0.06 0.02 -0.06
C 2.421009 -3.269408 2.815341 -0.02 0.00 0.05
C 3.408207 -2.322646 0.667514 0.15 0.09 0.42
O 4.512626 -2.755792 0.900161 -0.06 -0.11 -0.34
O 3.044058 -1.650827 -0.399471 0.20 0.29 0.10
H -0.521765 -2.481544 4.241012 0.00 -0.01 0.02
H -0.594940 -1.030039 2.182164 0.03 -0.01 -0.02
H 3.300039 -3.875227 2.981836 0.03 0.01 -0.04
C -1.370898 -3.137831 -0.273307 0.00 0.01 -0.02
Ge -1.001730 -1.324801 -0.987711 -0.43 -0.16 -0.21
C -2.668585 -0.362632 -0.546795 0.04 0.00 0.04
C -3.895266 -0.847663 -1.004528 -0.06 0.01 0.01
C -5.081542 -0.192977 -0.707408 0.03 -0.01 -0.01
C -5.062136 0.964408 0.061992 0.00 0.00 0.00
C -3.853709 1.454036 0.532769 -0.01 0.02 0.01
C -2.668866 0.791716 0.230137 0.02 0.00 0.02
C -0.971041 -1.660028 -2.961587 -0.08 0.05 0.04
C -0.316852 -2.802088 -3.353558 0.03 -0.05 -0.01
C -0.158728 -3.159923 -4.710340 -0.01 0.01 0.00
C -0.669046 -2.362569 -5.690515 -0.02 0.03 0.00
C -1.346050 -1.165267 -5.351743 0.02 -0.02 0.06
C -1.852873 -0.307376 -6.359089 -0.01 0.00 -0.03
C -2.473466 0.864750 -6.038961 0.00 0.00 0.00
C -2.619297 1.231553 -4.684041 0.02 -0.01 0.01
C -2.147150 0.418802 -3.692990 0.02 0.04 -0.01
C -1.493369 -0.807153 -3.985301 0.00 0.00 0.00
H -2.231071 -3.564896 -0.791197 0.00 -0.03 -0.01
H -1.603106 -3.077138 0.789870 -0.01 0.02 0.00
H -0.521106 -3.811872 -0.386300 0.01 0.01 -0.01
H -3.929473 -1.742514 -1.617073 0.02 -0.02 -0.01
H -6.022164 -0.582230 -1.077385 -0.01 -0.01 -0.01
H -5.987123 1.477360 0.294520 -0.01 0.01 0.00
H -3.826403 2.354509 1.134827 -0.01 0.00 0.00
H -1.725080 1.183564 0.596292 0.00 0.00 -0.01
H 0.098453 -3.468783 -2.605859 0.01 0.00 0.03
H 0.367344 -4.072402 -4.962987 0.00 -0.01 -0.01
H -0.563275 -2.623686 -6.737204 0.01 -0.01 -0.01
H -1.732132 -0.604292 -7.394690 0.00 0.01 -0.02
H -2.855937 1.513338 -6.817081 0.00 0.00 -0.01
H -3.109900 2.162967 -4.431815 -0.01 0.03 0.02
H -2.272004 0.712068 -2.659320 0.01 -0.04 -0.04
C 0.862214 1.066343 0.291235 0.16 0.22 -0.04
Ge 1.323567 2.713030 -0.572660 -0.04 0.21 -0.02
C 1.687629 1.816490 -2.284902 0.10 -0.13 0.09
C 2.577970 0.730732 -2.177568 0.04 -0.06 0.00
C 2.696151 -0.213781 -3.197788 0.00 0.01 -0.02
C 1.957057 -0.056581 -4.361501 0.02 -0.02 0.03
C 1.118837 1.040174 -4.497277 -0.03 0.02 -0.01
C 0.971311 1.959517 -3.464058 -0.06 0.00 -0.07
C 2.934766 3.556728 0.120009 -0.04 0.00 -0.01
C 3.569585 3.053961 1.252115 0.00 0.00 0.02
C 4.746507 3.627876 1.716623 -0.01 0.00 0.00
C 5.298075 4.712538 1.051903 0.00 0.00 0.00
C 4.674871 5.222225 -0.079696 0.00 0.01 0.00
C 3.501588 4.645360 -0.543009 0.04 0.00 0.03
C -0.137544 3.984411 -0.758929 0.03 0.02 0.01
C -1.325820 3.582333 -1.367962 0.00 0.02 0.03
C -2.391676 4.460406 -1.494069 -0.02 -0.01 -0.01
C -2.281324 5.758197 -1.014078 0.03 0.00 0.01
C -1.105295 6.170727 -0.403209 -0.01 -0.01 -0.01
C -0.040938 5.287273 -0.274629 -0.04 0.02 -0.02
H 3.257321 0.666199 -1.327282 0.02 0.00 -0.05
H 3.365844 -1.053103 -3.059839 0.00 -0.01 -0.03
H 2.019693 -0.790968 -5.153281 0.00 -0.02 -0.01
H 0.534932 1.158379 -5.402330 -0.01 0.01 0.00
H 0.268930 2.775993 -3.580458 -0.01 0.02 0.00
H 3.145626 2.201167 1.770643 -0.01 -0.01 0.00
H 5.233957 3.223552 2.594156 0.00 -0.01 0.01
H 6.216421 5.158409 1.412131 0.01 0.01 0.00
H 5.107217 6.065270 -0.603461 0.01 0.01 -0.01
H 3.029941 5.045284 -1.434423 -0.01 0.01 -0.01
H -1.429174 2.567431 -1.731433 0.00 -0.04 -0.01
H -3.311759 4.124617 -1.956194 -0.01 0.00 0.00
H -3.112713 6.444748 -1.108968 -0.01 0.01 0.00
H -1.017808 7.179958 -0.020879 0.00 0.01 0.01
H 0.867463 5.618824 0.214453 0.03 -0.01 0.00
```
Forces are in eV/Å.

Computed properties:
- E_HOMO (alpha / beta) (eV) = -5.546 / -5.547
- total charge = -1
- multiplicity = 2
- total energy (hartree) = -6236.21959
- energy above the lowest of the compared OMol25 structures with the same formula, charge and spin (eV) = 0.263
- molecular weight (Da) = 868.90
- LUMO (alpha / beta) (eV) = 2.114 / 1.694

***

Density functional theory data (the ωB97M-V functional and the def2-TZVPD basis) for C8H9Cl2Li as an isolated structure.

Geometry as XYZ:
```
20
Properties=species:S:1:pos:R:3:forces:R:3
Li 0.003200 -0.001300 -0.009200 -0.08 0.00 0.48
C 0.036800 -0.019400 1.952600 0.40 -0.09 0.35
C -1.374600 0.309800 1.932000 -0.03 0.05 0.32
C -2.371400 -0.672500 2.074900 0.01 -0.11 -0.14
C -3.711500 -0.353800 2.027900 -0.17 -0.09 -0.08
C -4.124400 0.955800 1.835000 -0.18 0.15 -0.02
C -3.161200 1.945300 1.699000 -0.25 0.13 -0.10
C -1.819100 1.632000 1.745400 0.15 0.08 -0.17
H 0.220200 -0.955200 2.476900 0.10 -0.11 -0.06
H 0.621600 0.771600 2.423400 0.12 0.04 -0.12
H -2.071400 -1.701100 2.241300 0.03 -0.01 0.01
H -4.449200 -1.139100 2.137700 -0.03 -0.02 0.04
H -5.176200 1.202100 1.793500 -0.04 0.01 0.01
H -3.464200 2.975600 1.546500 0.00 -0.01 0.05
H -1.080000 2.424600 1.655700 -0.01 -0.04 0.02
Cl -0.010300 0.015500 -2.235300 -0.03 0.14 -0.13
C -0.004400 -0.000500 -3.998300 0.04 -0.26 -0.82
Cl 0.073000 -1.659000 -4.616100 -0.02 0.31 0.06
H 0.877900 0.540200 -4.340800 -0.21 -0.09 0.15
H -0.929300 0.460000 -4.344300 0.20 -0.08 0.15
```
Forces are in eV/Å.

Computed properties:
- E_HOMO (eV) = -6.314
- total energy (hartree) = -1238.10789
- energy above the lowest of the compared OMol25 structures with the same formula, charge and spin (eV) = 0.521
- molecular weight (Da) = 183.01
- LUMO (eV) = -0.130